# 1
Computed, not measured: 4 unconnected molecules or ions with the total composition C5H9Cl in a non-equilibrium geometry, with ωB97M-V with the def2-TZVPD basis set.

Last columns: bonded neighbours and bond lengths (Å).
Element x y z (Å)
1 C 0.672 1.543 0.106  C2 1.512
2 C 0.647 0.058 -0.173  C1 1.512, C3 1.500, C4 1.522, C5 1.467
3 C -0.595 -0.456 -0.839  C2 1.500, H9 1.209, H10 1.078, Cl15 1.762
4 C 2.057 -0.459 -0.425  C2 1.522, C5 1.491, H11 1.136, H12 1.055
5 C 1.346 -0.713 0.861  C2 1.467, C4 1.491, H13 1.108, H14 1.224
6 H 0.247 1.299 1.503  no bonds
7 H -0.420 2.217 -0.894  no bonds
8 H 1.988 2.099 -0.241  no bonds
9 H -1.063 0.120 -1.793  C3 1.209
10 H -0.516 -1.482 -1.158  C3 1.078
11 H 2.657 0.476 -0.661  C4 1.136
12 H 2.451 -1.263 -0.983  C4 1.055
13 H 1.237 -1.723 1.303  C5 1.108
14 H 1.729 0.012 1.769  C5 1.224
15 Cl -1.946 -0.094 0.234  C3 1.762

Summary:
charge: 0

Mulliken atomic charge list, values in e, 4 entries:
1 C -0.624
2 C 0.527
3 C -0.816
4 C -0.836

# 2
Computed, not measured: C5H5NO2 in the gas phase in a non-equilibrium geometry, with ωB97M-V with the def2-TZVPD basis set.

Last columns: bonded neighbours and bond lengths (Å).
Element x y z (Å)
1 C 0.355 -0.437 0.356  C2 1.500, C4 1.555, C5 1.479, O12 1.403
2 C 0.181 1.050 0.454  C1 1.500, C3 1.343, H7 1.080
3 C -0.720 1.746 -0.257  C2 1.343, H8 1.084, H9 1.101
4 C -0.577 -1.120 -0.685  C1 1.555, H10 1.099, O13 1.221
5 C 1.751 -0.687 -0.061  C1 1.479, N11 1.155
6 H -0.762 -1.498 1.488  O12 0.953
7 H 0.934 1.545 1.050  C2 1.080
8 H -0.792 2.823 -0.363  C3 1.084
9 H -1.298 1.132 -0.965  C3 1.101
10 H -0.482 -0.880 -1.753  C4 1.099
11 N 2.813 -0.761 -0.509  C5 1.155
12 O 0.044 -1.003 1.601  C1 1.403, H6 0.953
13 O -1.449 -1.909 -0.355  C4 1.221

Summary:
SMILES: C=C[C@](O)(C#N)C=O
charge: 0

Mulliken atomic charge list, values in e, 4 entries:
1 C 1.112
2 C -0.405
3 C -0.663
4 C -0.243

Energy above the lowest of the compared OMol25 structures with the same formula, charge and spin for every record listed, in sequence, given in kJ/mol: 690.7, 228.0.
Gap between HOMO and LUMO for every record listed, in sequence, given in eV: 10.69, 10.86.
E for every record listed, in sequence, given in eV: -17846.1718, -10848.9523.